# C4H30N2O9

10 unconnected molecules or ions with the total composition C4H30N2O9 (ωB97M-V with the def2-TZVPD basis set, the OMol25 dataset).

Results
2S+1 = 2
charge = +1
E_HOMO (alpha / beta) = -13.4 / -13.2 eV
LUMO energy (alpha / beta) = -2.833 / -7.650 eV
⟨S²⟩ = 0.755

```
45
Properties=species:S:1:pos:R:3:forces:R:3
N -1.008086 1.306105 1.905754 0.2 -0.6 2.0
C -0.892482 2.306482 0.890723 -1.2 -0.2 -0.3
C -2.094164 2.165233 -0.184926 1.9 1.6 0.6
N -1.571575 1.573047 -1.363124 -2.6 -3.8 1.0
C -2.629241 0.896992 -2.211971 0.9 0.0 -1.4
C -2.850476 -0.618140 -1.960320 2.0 0.2 -1.2
H -0.442547 0.476766 1.820553 0.1 -0.1 -1.2
H -0.652347 1.571820 2.835683 -0.7 0.9 -0.6
H -1.114156 3.226961 1.383176 0.3 0.9 0.1
H 0.123621 2.345807 0.425330 -0.9 0.1 -0.1
H -2.537170 3.145705 -0.455116 0.4 0.1 0.1
H -3.031604 1.648055 0.101165 0.5 -0.4 0.3
H -0.865222 0.863233 -1.050746 0.1 0.9 -0.9
H -2.325081 1.157388 -3.244445 -0.1 -0.6 0.2
H -3.595511 1.316698 -2.084895 -0.5 1.3 0.5
H -1.931030 -1.137105 -2.206751 0.6 -0.1 0.6
H -3.120915 -0.818803 -0.940215 -0.4 -0.2 0.1
H -3.437888 -1.099901 -2.746692 -0.9 0.7 0.4
H 2.114514 1.043215 1.812479 -0.2 0.5 0.5
H 2.243498 2.204072 2.888000 0.1 0.2 -0.3
O 2.308246 1.260932 2.742126 -0.1 -0.6 0.1
H 2.650099 -1.713734 3.242848 0.0 0.4 0.1
H 1.309037 -0.894395 3.440515 0.8 0.0 0.1
O 1.697938 -1.713466 3.110037 -0.7 -0.5 -0.3
H 0.456738 0.061983 -2.275094 0.2 0.2 -0.2
H 1.273227 -0.308758 -3.484674 -0.1 -0.2 -0.2
O 0.455227 -0.544399 -3.024842 0.0 0.5 0.0
H 0.715524 -1.642732 -1.688374 0.1 -0.6 -0.3
H 0.194500 -2.436686 -0.475582 0.0 -0.6 0.0
O 0.998491 -2.123284 -0.895832 0.0 -0.1 0.1
H 1.840779 2.987728 -2.700524 0.2 0.1 -0.1
H 1.007039 2.387553 -1.562509 0.4 0.5 -0.2
O 1.074327 3.162610 -2.149482 -0.4 -0.7 0.5
H 2.182510 -0.346068 0.457350 -0.4 -0.2 -0.2
H 0.693777 -0.554886 0.086160 1.2 0.6 0.8
O 1.339719 0.136027 0.411711 -0.3 -0.1 -0.8
H -0.204178 -3.120364 2.311600 0.2 -0.1 0.3
H 0.729120 -4.004715 1.541140 0.1 0.0 -0.1
O -0.185811 -3.706015 1.546981 -0.3 0.4 -0.2
H 4.084400 -2.966262 0.191648 0.0 -0.3 0.3
H 4.678615 -1.622266 0.108128 0.3 0.2 0.2
O 4.516736 -2.315191 0.757955 -0.4 0.1 -0.5
H -1.957510 -0.620515 1.136956 1.1 -0.7 -0.4
H -1.051089 -1.934724 0.923276 -0.3 0.6 -0.1
O -1.189581 -1.001998 0.634841 -1.1 -0.5 0.4
```
Forces are in eV/Å.

These are the Mulliken partial charges, in e, on atoms 1 to 5:
1. N -0.4834
2. C -0.3970
3. C -0.7319
4. N 0.3223
5. C -0.6382

---

# C4H7NO

2 unconnected molecules or ions with the total composition C4H7NO (ωB97M-V with the def2-TZVPD basis set, the OMol25 dataset).

Results
SMILES = N=C=O.C=CC
charge = 0
E_HOMO = -9.4 eV
LUMO energy = 0.751 eV

```
13
Properties=species:S:1:pos:R:3:forces:R:3
C 3.408984 0.144750 0.043064 -0.6 -0.6 -1.2
C 0.032033 0.360816 1.187902 1.2 -2.0 -1.3
C -0.707396 0.353020 0.069350 -0.7 0.6 1.9
C -0.807462 -0.725501 -0.951692 0.9 1.3 -1.4
N 2.413830 -0.321891 -0.446169 1.8 1.3 2.8
O 4.338869 0.599346 0.575181 0.0 0.1 0.3
H -0.023896 0.920109 2.083147 -0.6 1.3 0.2
H 0.885587 -0.336580 1.273814 -0.8 0.0 -0.1
H -1.469588 1.100781 0.039204 -0.5 0.5 -0.2
H -0.045847 -0.587311 -1.732628 0.1 -0.1 0.1
H -1.725850 -0.756143 -1.545683 -0.1 0.1 0.6
H -0.623895 -1.634309 -0.470838 0.2 -1.7 0.4
H 2.060898 -0.696645 -1.249468 -0.6 -0.9 -2.1
```
Forces are in eV/Å.

These are the Mulliken partial charges, in e, on atoms 1 to 5:
1. C 0.5672
2. C -0.7923
3. C 0.1837
4. C -1.1076
5. N -0.3217

---

# C3H2NO3

A molecular structure, C3H2NO3 (ωB97M-V with the def2-TZVPD basis set, the OMol25 dataset).

Results
2S+1 = 3
charge = -1
E_HOMO (alpha / beta) = -0.3 / -4.8 eV
LUMO energy (alpha / beta) = 4.095 / 1.965 eV
⟨S²⟩ = 2.010

```
9
Properties=species:S:1:pos:R:3:forces:R:3
C 0.719637 0.691845 -0.993833 -2.9 0.6 -2.2
C -0.855921 -0.901147 1.077416 -0.5 3.6 -1.4
C 0.379341 -0.697821 0.377630 0.7 -2.9 -1.3
N -0.130347 1.609646 -1.325314 2.2 0.6 -0.1
O -2.068838 -0.883871 1.101869 0.7 -1.1 0.3
O 1.889404 0.665022 -1.231407 3.0 -1.0 0.5
O 0.112401 -0.478447 1.898601 -0.4 -1.0 3.4
H 1.018466 -1.638884 0.209209 -0.3 2.1 -0.2
H -1.064145 1.633657 -1.114171 -2.5 -0.8 0.9
```
Forces are in eV/Å.

These are the Mulliken partial charges, in e, on atoms 1 to 5:
1. C 0.3297
2. C 0.5310
3. C -0.1477
4. N -0.6569
5. O -0.6392

---

# C4H7NO

A single C4H7NO molecule (ωB97M-V with the def2-TZVPD basis set, the OMol25 dataset).

Results
SMILES = CCOCC#N
charge = 0
E_HOMO = -10.7 eV
LUMO energy = 0.875 eV

```
13
Properties=species:S:1:pos:R:3:forces:R:3
C 1.522510 0.407354 0.944563 0.1 0.0 0.0
C 0.824493 0.407420 -0.401046 0.2 0.2 0.2
O -0.007947 -0.745386 -0.490298 0.1 -0.2 0.0
C -1.297995 -0.497314 -0.955657 -0.1 0.0 -0.1
C -2.089344 0.268645 0.036895 -0.5 0.5 0.7
N -2.652912 0.874027 0.844376 0.5 -0.5 -0.8
H 2.123628 -0.494718 1.090264 0.0 0.1 -0.1
H 2.168229 1.287908 1.022640 0.0 -0.2 0.0
H 0.780038 0.452825 1.745055 0.1 0.0 -0.1
H 1.541161 0.392089 -1.235233 -0.2 0.0 0.2
H 0.220544 1.320638 -0.474466 0.0 -0.1 -0.1
H -1.770981 -1.468978 -1.124610 0.0 0.2 0.0
H -1.305181 0.058411 -1.904789 0.0 -0.1 0.1
```
Forces are in eV/Å.

These are the Mulliken partial charges, in e, on atoms 1 to 5:
1. C -1.1039
2. C -0.2546
3. O -0.3563
4. C -0.3281
5. C 0.3017